DFT (wB97M-V/def2-TZVPD) results for a 2-piece molecular cluster, C15H34O4S overall.

Total charge = 0
M = 310.500 g mol⁻¹
Spin multiplicity = 1
Orbital gap = 0.3552 Ha
ΔE to the lowest compared entry with this formula, charge and spin = 129.56 kJ/mol
HOMO = -9.1 eV

```
54
C15H34O4S | the Open Molecules 2025 dataset | wB97M-V/def2-TZVPD
C 0.079 -1.544 3.884
H 0.551 -0.115 2.304
H -0.447 -2.172 0.648
H 0.973 -0.177 -8.210
C -1.887 0.864 3.586
H 2.431 -1.855 1.441
H 0.495 1.403 -7.514
H -0.739 3.633 1.826
O 1.161 -2.520 -0.620
C 0.280 -2.751 -1.689
O 0.800 -0.402 -2.307
C 0.777 4.261 3.749
H 2.209 1.010 -5.613
H -1.105 -1.209 -2.300
H -1.513 -2.518 2.848
H -0.658 -3.193 -1.344
H 1.285 -3.017 2.100
H 0.649 4.840 4.654
C -1.400 -1.662 3.508
C -1.996 -0.449 2.804
H 2.625 -0.553 -6.386
H -2.717 0.959 4.273
H -1.973 -1.843 4.413
H -2.689 2.806 3.007
H -0.965 0.887 4.155
H 2.267 -0.478 -4.638
H -1.607 -0.324 1.801
H 1.889 -0.635 3.273
C 0.256 0.342 -7.575
H 0.543 -0.762 0.232
C 1.396 -2.009 1.720
H 0.647 4.893 2.877
H -0.318 0.861 -1.089
H 0.433 -2.548 4.102
O 0.121 -1.841 -6.085
H -2.280 1.791 1.654
O -0.189 3.217 3.774
H -0.024 -1.779 -3.571
C 0.573 -1.824 0.460
H 0.885 1.610 -2.143
C -0.624 2.787 2.505
H -3.056 -0.656 2.670
H 1.781 3.837 3.774
C 2.028 -0.065 -5.617
C 0.980 -0.982 2.790
C -0.079 -1.493 -2.528
C -1.961 2.087 2.652
C 0.142 0.822 -2.080
H -0.748 0.216 -7.976
H 0.225 -0.982 4.798
H -0.641 1.008 -2.812
H 0.774 -3.474 -2.325
S 0.285 -0.372 -5.925
H 0.076 2.070 2.067
```

Atom charges from the natural (NBO) analysis, given in e for atoms 1 to 2:
1. C -0.401
2. H 0.192